#i
{"formula": "C9H14", "method": "wB97M-V/def2-TZVPD", "symbols": ["C", "H", "H", "C", "H", "H", "H", "H", "C", "C", "H", "C", "C", "H", "H", "H", "C", "C", "H", "H", "H", "H", "C"], "xyz": [[-1.18903, -0.69597, 0.93841], [3.19990, -1.97748, -2.15449], [0.09135, 3.07749, 1.14655], [-1.34084, -2.19934, 0.81222], [-0.17875, 2.00590, -1.08007], [1.74436, 0.87307, -2.62230], [1.58966, -2.16818, -2.74578], [2.38028, -0.19692, -4.10687], [-0.27374, 2.06858, 1.05482], [-0.50651, 1.48362, -0.19344], [-0.70665, -2.61561, 1.53448], [-1.29561, 0.15133, 2.12000], [-0.75178, 0.10012, -0.19916], [-0.70646, -0.30742, -1.25160], [-0.61993, 1.88976, 3.07594], [-1.01110, -2.43956, -0.22280], [-0.57204, 1.29905, 2.18619], [2.26137, -1.38668, -2.27210], [-2.43182, -2.40718, 0.86167], [-1.63270, -0.19883, 3.01415], [1.92503, -1.03734, -1.23537], [3.39123, 0.36436, -2.91962], [2.49578, 0.03561, -2.99592]], "mol_weight_g_mol": 122.21, "gap_ev": [2.754, 7.167], "s2": 0.76, "charge": -1, "multiplicity": 2, "homo_energy_ev": [0.97, -3.54]}

=====

#ii
{"formula": "C9H14", "method": "wB97M-V/def2-TZVPD", "symbols": ["C", "H", "H", "C", "C", "H", "C", "H", "H", "H", "C", "H", "H", "H", "H", "C", "H", "C", "H", "C", "H", "H", "C"], "xyz": [[-3.63246, -0.14819, 1.25450], [1.50134, 2.42323, -0.81457], [-3.10360, -2.09855, 2.30253], [-2.78669, -1.06440, 2.09744], [0.45048, 1.37711, 1.39872], [-3.42263, 0.90832, 1.36499], [1.75618, -0.71440, -2.22499], [-0.05868, 2.31028, 1.20492], [-3.68399, -0.47350, 0.21208], [-1.77684, -1.03615, 1.67136], [0.88088, 0.64401, 0.15721], [-4.67895, -0.41300, 1.49953], [0.32383, -1.41250, 0.79998], [-2.63199, -0.87593, 3.17140], [2.14614, -1.22002, -3.09946], [0.79050, -0.78440, 0.05352], [1.69009, -2.42627, -1.05254], [1.38383, -1.36303, -1.07711], [1.39950, 1.54921, 1.93070], [1.38207, 1.34548, -0.93216], [1.80634, 1.33767, -3.01931], [-0.15769, 0.73222, 2.03508], [1.62793, 0.71146, -2.15007]], "mol_weight_g_mol": 122.21, "gap_ev": [2.697, 7.177], "s2": 0.76, "charge": -1, "multiplicity": 2, "homo_energy_ev": [1.06, -3.60]}

=====

Here are the energies relative to the best structure, in kJ/mol: #i 116.6; #ii 0.0.